one:
{"formula": "NO6S", "method": "the ωB97M-V functional and the def2-TZVPD basis", "charge": -1, "e_homo_ev": -5.82, "orbital_gap_ha": 0.363, "species": ["O", "N", "O", "O", "S", "O", "O", "O"], "xyz": [[-0.278, -0.246, 1.602], [-0.470, 0.759, 0.984], [-0.868, 1.799, 1.402], [-0.223, 0.801, -0.348], [0.415, -0.727, -0.965], [-0.591, -1.663, -0.714], [1.696, -0.932, -0.274], [0.625, -0.261, -2.307]], "mulliken_charge": [-0.52, 1.11, -0.65, -0.32, 1.23, -0.58, -0.64, -0.63]}


two:
{"formula": "NO6S", "method": "the ωB97M-V functional and the def2-TZVPD basis", "charge": -1, "e_homo_ev": -6.20, "orbital_gap_ha": 0.371, "species": ["O", "N", "O", "O", "S", "O", "O", "O"], "xyz": [[-0.998, 1.025, -0.389], [-1.283, -0.032, 0.111], [-2.382, -0.232, 0.635], [-0.413, -0.964, 0.115], [1.359, -0.004, -0.115], [1.185, 0.913, 0.995], [1.252, 0.488, -1.489], [2.203, -1.192, 0.073]], "mulliken_charge": [-0.56, 1.17, -0.69, -0.51, 1.20, -0.53, -0.52, -0.57]}


one has the most favorable energy; the next structure is 9.2 kcal/mol above.


one:
{"formula": "C6H8O2", "method": "the ωB97M-V functional and the def2-TZVPD basis", "e_homo_ev": -7.87, "orbital_gap_ha": 0.313, "species": ["C", "C", "C", "O", "C", "C", "C", "O", "H", "H", "H", "H", "H", "H", "H", "H"], "xyz": [[0.808, 2.049, -0.227], [0.556, 0.757, -0.198], [0.448, -0.556, -1.447], [1.090, -1.564, -1.510], [-0.198, -0.189, 0.547], [0.569, -1.061, 1.503], [-1.383, -0.628, -0.013], [-2.267, 0.198, -0.649], [0.453, 2.714, 0.552], [1.284, 2.515, -1.082], [0.040, 0.059, -2.251], [1.313, -1.654, 0.965], [1.112, -0.438, 2.214], [-0.100, -1.733, 2.037], [-1.851, -1.542, 0.324], [-1.873, 1.074, -0.764]], "mulliken_charge": [-0.64, -0.23, 0.14, -0.50, 0.84, -1.39, -0.47, -0.52, 0.28, 0.27, 0.40, 0.29, 0.35, 0.38, 0.40, 0.38]}


two:
{"formula": "C6H8O2", "method": "the ωB97M-V functional and the def2-TZVPD basis", "e_homo_ev": -9.22, "orbital_gap_ha": 0.367, "species": ["C", "C", "C", "C", "C", "C", "H", "H", "H", "H", "H", "H", "H", "H", "O", "O"], "xyz": [[-0.870, -0.834, 0.189], [0.021, -0.354, -0.967], [-0.214, 1.153, -0.730], [-0.072, 1.328, 0.644], [0.066, -0.147, 1.149], [1.094, -0.732, 0.030], [-2.475, 0.369, -0.321], [-0.963, -1.954, 0.052], [0.188, -0.765, -2.077], [-0.591, 1.911, -1.363], [-0.285, 2.272, 1.180], [0.188, -0.342, 2.252], [1.315, -1.766, 0.049], [2.388, 0.722, -0.253], [-2.238, -0.560, 0.110], [2.449, -0.301, 0.058]], "mulliken_charge": [-0.16, -0.04, -0.99, -0.35, -0.13, -0.17, 0.36, 0.35, 0.32, 0.47, 0.34, 0.40, 0.46, 0.37, -0.60, -0.64]}


two has the most favorable energy; the next structure is 7.2 kcal/mol above.


one:
{"formula": "C6H8O2", "method": "the ωB97M-V functional and the def2-TZVPD basis", "e_homo_ev": -9.47, "orbital_gap_ha": 0.375, "species": ["C", "C", "C", "C", "C", "C", "H", "H", "H", "H", "H", "H", "H", "H", "O", "O"], "xyz": [[-1.838, -0.219, -0.151], [-0.076, 1.759, -0.156], [1.128, 0.618, 0.284], [0.367, -0.648, 0.611], [0.587, -1.829, -0.187], [-0.677, -0.802, -0.581], [0.184, 2.661, -1.042], [0.082, 2.455, 0.994], [1.711, 0.813, 1.119], [1.701, 0.493, -0.614], [-0.153, -0.544, 1.589], [0.502, -3.010, 0.345], [1.466, -1.916, -0.870], [-0.604, -0.425, -1.614], [-2.946, -0.621, 0.374], [-1.436, 1.216, -0.099]], "mulliken_charge": [0.35, -0.36, -0.88, 0.29, -0.60, -0.25, 0.28, 0.21, 0.47, 0.31, 0.28, 0.22, 0.25, 0.32, -0.58, -0.32]}


two:
{"formula": "C6H8O2", "method": "the ωB97M-V functional and the def2-TZVPD basis", "e_homo_ev": -7.86, "orbital_gap_ha": 0.315, "species": ["C", "C", "C", "O", "C", "C", "C", "O", "H", "H", "H", "H", "H", "H", "H", "H"], "xyz": [[1.972, 1.592, -0.617], [1.543, 0.156, -0.230], [2.466, -0.642, 0.292], [3.285, -1.456, 0.480], [0.053, -0.026, -0.072], [-0.549, -1.233, 0.002], [-2.044, -1.323, 0.126], [0.057, -2.482, -0.035], [3.058, 1.817, -0.617], [1.514, 1.674, -1.719], [1.314, 2.348, -0.064], [-0.533, 0.857, 0.268], [-2.430, -0.555, -0.645], [-2.351, -2.334, 0.098], [-2.146, -0.867, 1.104], [1.055, -2.405, 0.011]], "mulliken_charge": [-1.19, 0.40, 0.16, -0.43, -0.40, 0.86, -1.16, -0.51, 0.37, 0.26, 0.26, 0.21, 0.27, 0.36, 0.29, 0.25]}


three:
{"formula": "C6H8O2", "method": "the ωB97M-V functional and the def2-TZVPD basis", "e_homo_ev": -9.42, "orbital_gap_ha": 0.344, "species": ["O", "C", "C", "C", "C", "O", "C", "C", "H", "H", "H", "H", "H", "H", "H", "H"], "xyz": [[-2.955, 0.013, -0.805], [-1.856, 0.086, 0.017], [-1.091, -1.379, 0.108], [0.309, -0.806, -0.247], [1.741, -0.166, 0.238], [2.846, -0.173, -0.821], [0.478, 0.598, 0.328], [-0.773, 1.311, -0.018], [-1.064, -1.747, 1.263], [-1.821, -2.097, -0.322], [0.473, -0.581, -1.278], [1.994, -0.477, 1.293], [3.035, 0.959, -1.094], [0.452, 0.517, 1.447], [-0.821, 1.862, -1.013], [-0.947, 2.079, 0.903]], "mulliken_charge": [-0.55, 0.51, -0.60, -0.27, -0.08, -0.57, -0.09, -0.52, 0.24, 0.35, 0.26, 0.29, 0.36, 0.14, 0.27, 0.26]}


two has the most favorable energy; the next structure is 99.7 kcal/mol above.


one:
{"formula": "C6H8O2", "method": "the ωB97M-V functional and the def2-TZVPD basis", "e_homo_ev": -8.36, "orbital_gap_ha": 0.300, "species": ["C", "C", "C", "O", "C", "O", "C", "C", "H", "H", "H", "H", "H", "H", "H", "H"], "xyz": [[0.307, -0.678, -2.051], [-0.369, -1.045, -0.932], [0.342, -1.440, 0.376], [0.259, -2.537, 0.903], [0.866, -0.189, 0.915], [2.119, -0.110, 1.463], [0.148, 0.891, 0.428], [-1.318, 1.181, 0.641], [-0.133, -0.812, -3.034], [1.249, -0.144, -1.990], [-1.343, -1.514, -1.054], [2.208, 0.735, 1.927], [0.715, 1.818, 0.307], [-1.886, 0.289, 0.913], [-1.737, 1.641, -0.259], [-1.427, 1.915, 1.446]], "mulliken_charge": [-0.67, -0.36, 0.46, -0.55, 0.59, -0.49, -0.51, -1.15, 0.30, 0.28, 0.34, 0.35, 0.43, 0.32, 0.31, 0.34]}


two:
{"formula": "C6H8O2", "method": "the ωB97M-V functional and the def2-TZVPD basis", "e_homo_ev": -9.15, "orbital_gap_ha": 0.355, "species": ["C", "C", "O", "C", "C", "C", "O", "C", "H", "H", "H", "H", "H", "H", "H", "H"], "xyz": [[2.552, 0.247, -0.062], [1.244, -0.018, 0.311], [0.582, -0.976, -0.412], [-0.741, -1.196, 0.027], [-1.865, -0.009, 0.008], [-0.689, 0.835, -0.623], [-0.339, 2.130, -0.291], [0.203, 0.947, 0.542], [2.946, -0.740, -0.670], [3.025, 1.186, 0.013], [-0.904, -1.794, 1.063], [-0.937, -2.095, -0.698], [-1.827, 0.468, 1.091], [-2.975, -0.244, -0.452], [0.106, 0.443, -1.341], [-0.381, 0.815, 1.494]], "mulliken_charge": [-0.82, 0.47, -0.36, -0.35, -0.47, 0.03, -0.45, -0.24, 0.18, 0.36, 0.22, 0.32, 0.19, 0.29, 0.37, 0.27]}


three:
{"formula": "C6H8O2", "method": "the ωB97M-V functional and the def2-TZVPD basis", "e_homo_ev": -9.20, "orbital_gap_ha": 0.351, "species": ["C", "C", "C", "C", "O", "C", "C", "O", "H", "H", "H", "H", "H", "H", "H", "H"], "xyz": [[-1.316, -0.351, 0.844], [-0.040, -0.156, 0.039], [0.538, -1.473, -0.463], [-0.419, 0.816, -1.226], [-1.528, 1.173, -1.490], [0.991, 0.643, 0.784], [1.145, 1.897, 0.453], [1.435, 2.985, 0.139], [-1.722, 0.608, 1.157], [-2.068, -0.858, 0.243], [-1.100, -0.951, 1.728], [-0.072, -1.881, -1.269], [0.577, -2.213, 0.334], [1.545, -1.351, -0.861], [0.424, 0.945, -1.937], [1.611, 0.167, 1.526]], "mulliken_charge": [-1.54, 1.82, -1.74, -0.39, -0.46, -1.15, 0.67, -0.40, 0.36, 0.35, 0.44, 0.40, 0.41, 0.42, 0.43, 0.40]}


four:
{"formula": "C6H8O2", "method": "the ωB97M-V functional and the def2-TZVPD basis", "e_homo_ev": -9.25, "orbital_gap_ha": 0.373, "species": ["C", "C", "C", "C", "C", "C", "H", "H", "H", "H", "H", "H", "H", "H", "O", "O"], "xyz": [[1.814, -0.228, -0.005], [0.890, 1.029, -0.243], [-0.608, 0.714, 0.344], [-0.116, -1.116, 0.106], [-1.597, -1.186, -0.212], [-1.831, 0.121, -0.200], [2.281, -0.177, 1.004], [2.471, -0.269, -0.793], [0.641, 1.390, -1.278], [1.314, 1.898, 0.182], [-1.069, 1.533, 0.935], [-0.063, -0.570, -0.749], [-2.384, -1.976, -0.178], [-2.727, 0.639, -0.277], [-0.236, -0.240, 1.278], [1.220, -1.564, 0.086]], "mulliken_charge": [-0.43, -0.81, 0.17, 0.01, -0.56, -0.65, 0.29, 0.42, 0.27, 0.42, 0.45, 0.56, 0.31, 0.45, -0.42, -0.49]}


three has the most favorable energy; the next structure is 41.5 kcal/mol above.